(1)
{"formula": "C33H35Cl2NPS3Sr", "method": "ωB97M-V with the def2-TZVPD basis set", "gap_ev": 3.3, "homo_ev": -2.05, "charge": -1, "symbols": ["Sr", "C", "C", "S", "C", "C", "S", "C", "C", "S", "H", "H", "H", "H", "H", "H", "H", "H", "H", "H", "H", "H", "C", "C", "C", "C", "C", "C", "C", "P", "C", "C", "C", "C", "C", "C", "C", "C", "C", "C", "C", "C", "C", "C", "H", "H", "H", "H", "H", "H", "H", "H", "H", "H", "H", "H", "H", "H", "H", "H", "H", "H", "H", "H", "Cl", "C", "C", "C", "C", "C", "Cl", "C", "N", "H", "H", "H"], "positions_angstrom": [[0.448, 0.684, 2.159], [2.997, 3.467, 1.940], [1.820, 4.141, 2.619], [0.490, 3.027, 2.467], [-0.515, 3.836, 3.669], [-0.100, 2.989, 4.849], [-0.438, 1.337, 4.329], [1.215, 0.800, 4.159], [2.221, 1.483, 3.356], [2.480, 1.813, 1.646], [3.899, 3.464, 2.583], [3.224, 3.944, 0.982], [1.563, 5.111, 2.167], [2.007, 4.322, 3.703], [-1.581, 3.695, 3.463], [-0.287, 4.904, 3.757], [-0.602, 3.235, 5.801], [0.999, 3.070, 5.049], [1.252, -0.240, 3.909], [1.670, 0.890, 5.180], [3.132, 0.883, 3.644], [2.422, 2.438, 3.901], [-0.738, -1.061, -4.260], [-0.004, 0.240, -4.321], [0.436, 0.703, -5.558], [1.124, 1.894, -5.699], [1.396, 2.658, -4.578], [0.971, 2.208, -3.342], [0.270, 1.012, -3.183], [-0.186, 0.643, -1.424], [0.034, -1.192, -1.378], [-1.004, -2.065, -1.057], [-0.822, -3.435, -1.144], [0.393, -3.953, -1.563], [1.450, -3.094, -1.811], [1.293, -1.719, -1.685], [2.473, -0.805, -1.786], [-2.010, 0.744, -1.502], [-2.756, 0.892, -2.661], [-4.132, 0.698, -2.644], [-4.739, 0.304, -1.462], [-4.018, 0.261, -0.285], [-2.648, 0.576, -0.248], [-1.919, 0.832, 0.981], [-1.229, -1.258, -5.211], [-1.471, -1.056, -3.462], [-0.041, -1.869, -4.051], [0.237, 0.104, -6.436], [1.443, 2.219, -6.679], [1.940, 3.588, -4.677], [1.184, 2.784, -2.452], [-1.933, -1.651, -0.693], [-1.627, -4.097, -0.866], [0.539, -5.019, -1.651], [2.422, -3.497, -2.060], [3.382, -1.354, -1.560], [2.298, -0.034, -1.025], [2.567, -0.357, -2.774], [-2.278, 1.157, -3.591], [-4.709, 0.819, -3.549], [-5.794, 0.069, -1.456], [-4.498, -0.005, 0.645], [-2.609, 0.770, 1.821], [-1.502, 1.828, 0.897], [2.579, -3.065, 1.098], [1.078, -3.701, 1.617], [0.920, -5.047, 1.856], [-0.315, -5.526, 2.287], [-1.377, -4.633, 2.435], [-1.187, -3.294, 2.179], [-2.457, -2.148, 2.335], [0.071, -2.690, 1.796], [0.246, -1.397, 1.580], [1.755, -5.717, 1.720], [-0.458, -6.579, 2.471], [-2.355, -4.977, 2.734]], "forces_ev_per_a": [[-7.074, -8.805, -10.624], [0.808, 1.039, 0.099], [0.663, 1.917, 0.508], [-2.401, 6.605, -1.884], [-0.559, 0.636, 0.769], [0.069, 1.138, 1.699], [-2.601, -0.323, 4.074], [1.744, -1.086, 5.680], [6.537, 1.623, 3.539], [4.340, -0.036, -2.430], [-0.343, 0.109, -0.524], [0.051, -0.254, 0.107], [0.273, -0.253, 0.160], [-0.001, 0.053, -0.617], [0.219, 0.103, -0.106], [-0.151, -0.166, 0.045], [0.052, -0.179, -0.332], [-0.897, 0.084, -0.061], [-0.254, -1.339, 0.495], [-0.494, -0.417, -0.674], [-0.552, 0.381, -0.237], [0.154, -0.766, -0.577], [-0.004, -0.039, -0.020], [0.082, 0.118, 0.045], [0.027, -0.039, -0.065], [0.034, 0.020, 0.001], [0.054, 0.094, -0.136], [-0.041, -0.072, 0.082], [0.076, 0.194, 0.173], [-0.244, -0.223, 0.076], [0.104, -0.208, -0.168], [0.215, 0.142, -0.102], [-0.151, 0.148, -0.100], [0.090, 0.120, -0.172], [-0.221, -0.042, -0.073], [-0.371, 0.091, -0.085], [-0.168, -0.125, 0.121], [0.252, 0.096, -0.083], [-0.179, 0.014, 0.205], [0.052, 0.077, -0.318], [0.094, -0.013, 0.263], [-0.131, -0.352, -0.116], [0.363, 0.700, 0.464], [-0.957, 0.010, -0.431], [-0.087, -0.046, -0.092], [-0.089, -0.130, -0.093], [0.034, -0.196, 0.022], [-0.081, -0.081, -0.104], [0.046, 0.029, -0.070], [0.009, 0.064, 0.060], [0.046, 0.099, 0.070], [-0.123, -0.159, -0.078], [-0.122, -0.108, 0.069], [-0.026, -0.136, 0.054], [0.121, -0.013, 0.006], [0.175, 0.014, 0.095], [0.488, 0.139, -0.218], [0.052, 0.212, -0.025], [0.116, -0.035, -0.139], [-0.055, -0.026, -0.116], [-0.176, -0.020, 0.046], [-0.151, 0.047, 0.145], [0.033, 0.065, 0.368], [0.108, 0.646, -0.039], [1.383, -0.120, -0.018], [-0.351, -0.068, 0.292], [-0.152, 0.392, 0.080], [-0.115, -0.266, -0.046], [0.176, 0.339, -0.148], [0.593, -0.071, -0.012], [-0.922, 0.085, 0.277], [0.015, 0.945, -0.283], [0.519, -2.083, 1.198], [0.134, -0.084, -0.064], [-0.019, -0.141, 0.036], [-0.141, -0.068, 0.057]], "mulliken_charge": [1.52, -0.88, -0.78, 0.64, -0.85, -0.65, -0.02, -1.89, -0.86, -0.08, 0.32, 0.42, 0.51, 0.41, 0.37, 0.42, 0.47, 0.21, 0.97, 0.67, 0.60, 0.43, -1.53, 1.17, -0.84, -0.64, -0.71, -1.31, 0.94, 1.06, 0.72, 0.19, -0.68, -0.82, -0.81, 0.85, -2.01, 0.75, -0.78, -0.71, -0.93, -0.45, 0.29, -1.81, 0.51, 0.07, 0.31, 0.43, 0.36, 0.40, 0.36, 0.25, 0.37, 0.36, 0.32, 0.54, 0.14, 0.24, 0.45, 0.41, 0.35, 0.35, 0.14, 0.93, -0.25, 1.34, -0.71, -0.35, -0.75, 0.83, -0.25, -2.15, -1.03, 0.39, 0.34, 0.39]}


(2)
{"formula": "C33H35Cl5N4P2Ru", "method": "ωB97M-V with the def2-TZVPD basis set", "gap_ev": [5.6, 6.3], "multiplicity": 5, "homo_ev": [-11.78, -13.62], "charge": 2, "s_squared": 6.015, "symbols": ["Ru", "C", "C", "C", "C", "C", "C", "C", "C", "C", "H", "H", "H", "H", "H", "H", "H", "H", "H", "H", "H", "H", "H", "H", "H", "P", "P", "N", "N", "N", "N", "C", "C", "C", "C", "C", "C", "C", "C", "C", "C", "C", "C", "C", "C", "C", "C", "C", "C", "H", "H", "H", "H", "H", "H", "H", "H", "H", "H", "H", "H", "H", "H", "H", "H", "H", "H", "H", "H", "Cl", "C", "C", "C", "Cl", "C", "Cl", "C", "Cl", "C", "Cl"], "positions_angstrom": [[0.874, -1.494, 0.723], [2.548, -2.494, 0.821], [2.370, -2.072, -0.574], [1.859, -3.049, -1.584], [0.613, -3.847, -1.074], [-0.206, -3.088, -0.053], [-0.073, -3.073, 1.383], [0.903, -3.926, 2.099], [2.254, -3.864, 1.367], [-2.191, 0.492, 0.943], [3.322, -1.974, 1.366], [3.035, -1.268, -0.925], [2.704, -3.729, -1.762], [1.691, -2.506, -2.531], [0.004, -4.023, -1.986], [0.903, -4.820, -0.619], [-1.227, -3.030, -0.423], [-0.993, -2.794, 1.928], [0.499, -4.944, 2.167], [1.030, -3.503, 3.114], [3.034, -4.024, 2.106], [2.386, -4.616, 0.594], [-1.397, 0.221, 1.688], [-3.166, 0.233, 1.381], [-2.189, 1.590, 0.886], [-1.974, -0.275, -0.746], [1.249, 1.474, 0.020], [-2.930, -1.739, -0.449], [-3.012, 0.401, -1.898], [2.424, 0.720, 1.192], [2.338, 2.685, -0.615], [-0.333, -0.396, -1.797], [0.871, 0.592, -1.634], [-3.142, -2.266, 0.843], [-4.047, -3.312, 0.752], [-4.376, -3.465, -0.639], [-3.653, -2.528, -1.362], [-4.287, 0.831, -1.505], [-4.943, 1.358, -2.598], [-4.074, 1.220, -3.732], [-2.912, 0.621, -3.293], [1.890, -0.024, 2.277], [2.959, -0.276, 3.173], [4.137, 0.029, 2.484], [3.797, 0.511, 1.224], [3.551, 3.186, -0.132], [3.847, 4.350, -0.802], [2.731, 4.657, -1.656], [1.833, 3.621, -1.538], [-0.715, -0.306, -2.824], [0.065, -1.426, -1.742], [1.809, 0.088, -1.948], [0.779, 1.384, -2.389], [-2.676, -1.802, 1.715], [-4.402, -3.895, 1.598], [-5.060, -4.191, -1.049], [-3.669, -2.270, -2.415], [-4.588, 0.769, -0.471], [-5.943, 1.777, -2.586], [-4.294, 1.511, -4.758], [-2.027, 0.390, -3.876], [0.811, -0.282, 2.415], [2.819, -0.597, 4.194], [5.125, -0.058, 2.901], [4.400, 0.815, 0.387], [4.081, 2.665, 0.647], [4.769, 4.910, -0.715], [2.624, 5.539, -2.276], [0.849, 3.503, -1.966], [-1.404, 2.808, -1.351], [-0.702, 3.400, 0.139], [0.121, 2.560, 0.933], [0.168, 2.921, 2.337], [0.390, 1.839, 3.629], [-0.088, 4.245, 2.736], [0.197, 4.786, 4.365], [-0.584, 5.169, 1.763], [-0.857, 6.790, 2.218], [-0.944, 4.741, 0.464], [-1.587, 5.841, -0.682]], "forces_ev_per_a": [[-1.730, 4.784, -0.273], [1.995, -0.751, -2.224], [1.584, -0.707, 1.334], [0.420, -0.338, -0.030], [0.705, -0.380, -0.748], [-1.246, -0.833, 0.598], [-2.111, -2.195, -0.313], [0.475, -0.035, 0.490], [0.727, -0.540, 0.722], [0.344, 0.766, 0.320], [0.013, 0.318, -0.004], [-0.207, -0.426, 0.203], [-0.297, -0.087, -0.323], [-0.201, -0.454, 0.247], [0.138, -0.242, 0.815], [-0.197, 0.541, -0.745], [0.265, 0.551, 0.363], [0.545, -0.421, -0.259], [0.277, 0.078, 0.196], [-0.024, -0.507, -0.283], [0.098, -0.421, 0.016], [-0.083, -0.118, 0.106], [-0.608, 0.004, -0.962], [0.234, -0.250, -0.526], [0.093, -0.492, -0.280], [-1.402, -1.583, -0.481], [1.287, -1.883, 0.422], [1.035, 0.906, 0.424], [-0.217, 0.108, 0.084], [-0.743, -1.156, -0.623], [-0.845, -0.491, 0.033], [-0.027, -0.101, 0.528], [-0.536, 1.091, -0.763], [-0.845, -0.404, -0.070], [1.022, 0.968, -0.208], [0.990, 0.710, -0.252], [-0.592, -0.194, 0.608], [-0.399, 0.666, -0.857], [0.517, -0.498, 0.713], [0.621, -0.508, 0.631], [-0.390, 0.682, -0.273], [1.306, 0.157, 1.262], [-1.986, 0.054, -1.220], [0.044, 0.296, -0.586], [0.098, 0.816, 0.924], [0.237, 0.623, -0.291], [-0.529, -0.548, 0.279], [-0.110, -0.813, 0.190], [0.637, 0.648, 0.048], [0.130, 0.107, 0.406], [-0.615, 0.492, 0.315], [-0.460, 0.154, 0.679], [-0.147, -0.050, 0.128], [-0.396, -0.393, -0.497], [0.014, 0.181, -0.346], [0.046, 0.082, -0.069], [-0.005, -0.125, 0.221], [-0.093, -0.059, -0.086], [0.261, -0.104, -0.009], [0.146, -0.139, 0.367], [-0.286, -0.004, 0.231], [0.631, 1.017, 0.234], [0.198, -0.327, -0.150], [0.180, -0.140, -0.260], [0.173, -0.015, 0.166], [0.015, 0.388, -0.201], [-0.215, -0.026, 0.121], [-0.012, -0.278, 0.050], [0.353, 0.039, -0.145], [0.468, 0.298, 0.310], [0.555, 0.701, -0.233], [-1.231, 0.925, 0.791], [0.197, 0.852, -0.885], [0.034, 0.013, 0.388], [-0.419, 0.548, -0.948], [-0.274, -0.374, -0.946], [0.159, -0.276, 0.386], [0.071, -0.184, -0.113], [0.175, -0.393, 0.859], [-0.036, -0.298, 0.274]], "mulliken_charge": [-0.33, -0.07, -0.01, -1.37, -1.14, 0.70, -0.31, -0.85, -1.57, -1.49, 0.81, 1.01, 0.54, 0.44, 0.41, 0.36, 0.26, 0.35, 0.45, 0.44, 0.51, 0.29, -0.20, 0.91, 0.67, 0.24, 0.52, 0.83, 1.39, 0.45, 0.57, 0.32, -1.48, -0.64, -0.98, -0.88, -0.48, -0.70, -0.76, -0.68, -0.64, -1.02, -1.05, -1.79, -0.39, -0.57, -0.85, -0.78, -0.40, 0.84, -0.92, 0.59, 1.02, 0.66, 0.50, 0.49, 0.47, 0.39, 0.48, 0.49, 0.53, 0.95, 0.60, 0.47, 0.94, 0.84, 0.47, 0.50, 0.41, 0.08, 0.43, -0.56, 0.76, -0.08, -0.20, -0.12, 0.30, -0.12, -0.10, -0.12]}


Short version: energy relative to the best compared isomer or geometry (same formula, charge and spin) = 179.58; 86.02 kcal per mole, in the order given.